[1]
Computed, not measured: a 5-piece molecular cluster, C45H50Br8Cl2F2INO3S overall, with ωB97M-V with the def2-TZVPD basis set.

Each line ends with the Mulliken charge.
Cartesian coordinates (Å):
C1 -0.83 3.47 2.50  -0.9921
C2 -1.67 2.67 3.49  -0.3586
C3 -2.85 1.97 2.79  -2.0744
I1 -3.74 0.49 4.09  0.0983
C4 -2.55 1.37 1.43  0.2876
C5 -1.56 0.39 1.30  1.9064
C6 -1.23 -0.14 0.06  -1.3013
C7 -1.93 0.30 -1.04  -0.8035
C8 -2.93 1.25 -0.97  0.7168
C9 -3.57 1.63 -2.29  -1.9834
O1 -4.94 1.26 -2.45  -0.4554
C10 -5.26 -0.04 -2.16  0.7730
C11 -6.39 -0.25 -1.40  -1.1224
C12 -6.80 -1.53 -1.07  -0.6177
C13 -6.09 -2.63 -1.52  -0.7741
C14 -4.98 -2.42 -2.32  -0.4066
C15 -4.56 -1.14 -2.64  -0.2778
C16 -3.25 1.81 0.29  0.1502
C17 -4.34 2.86 0.39  0.4310
C18 -4.10 4.12 -0.45  -1.8098
F1 -5.56 2.30 0.01  -0.3553
N1 -0.22 -1.12 -0.17  1.5387
C19 -0.75 -2.51 -0.20  -0.8234
C20 -1.35 -2.90 -1.55  -0.1269
C21 -0.54 -2.49 -2.76  0.0093
F2 -1.47 -2.26 -3.82  -0.3647
C22 0.93 -1.01 0.66  -1.2582
C23 2.18 -1.32 0.14  0.7921
O2 2.31 -1.70 -1.19  -0.4076
C24 2.62 -0.67 -2.05  -1.1101
O3 2.09 -0.58 -3.13  -0.5695
C25 3.69 0.30 -1.63  1.1371
C26 5.00 -0.20 -1.64  -0.1465
C27 6.03 0.60 -1.19  -1.0322
C28 5.71 1.88 -0.71  -0.4702
C29 4.42 2.38 -0.71  -1.1404
C30 3.38 1.57 -1.16  -0.0696
C31 3.30 -1.26 0.94  -1.6405
C32 3.24 -0.86 2.26  -1.2824
C33 2.01 -0.52 2.80  0.5365
C34 1.95 -0.09 4.21  -0.9071
Cl1 1.11 -1.12 5.33  -0.1757
C35 2.51 1.04 4.65  0.4991
C36 2.53 1.53 6.06  -1.3687
Cl2 3.30 2.12 3.54  -0.1744
C37 0.87 -0.61 1.99  1.5768
S1 -0.70 -0.24 2.72  -0.4742
H1 -0.25 2.83 1.84  0.1197
H2 -0.17 4.18 3.00  0.4256
H3 -1.49 4.06 1.86  0.2595
H4 -1.08 1.99 4.10  0.3580
H5 -2.12 3.38 4.18  0.4985
H6 -3.61 2.72 2.71  0.7728
H7 -1.67 -0.11 -2.01  0.3627
H8 -3.51 2.69 -2.48  0.5256
H9 -2.99 1.15 -3.09  0.5353
H10 -6.99 0.56 -1.02  0.9985
H11 -7.69 -1.70 -0.48  0.4719
H12 -6.36 -3.65 -1.28  0.4039
H13 -4.39 -3.24 -2.71  0.4804
H14 -3.68 -0.99 -3.26  0.4861
H15 -4.50 3.20 1.40  0.2636
H16 -3.04 4.31 -0.59  0.3757
H17 -4.53 4.97 0.08  0.3846
H18 -4.63 4.05 -1.40  0.4668
H19 0.11 -3.16 -0.04  0.4848
H20 -1.45 -2.69 0.61  0.4043
H21 -1.53 -3.97 -1.59  0.5431
H22 -2.32 -2.39 -1.64  -0.2481
H23 0.11 -3.28 -3.13  0.3347
H24 -0.01 -1.56 -2.64  -0.1714
H25 5.21 -1.22 -1.92  0.6110
H26 7.04 0.23 -1.09  0.5199
H27 6.52 2.44 -0.26  0.5339
H28 4.17 3.33 -0.26  0.5420
H29 2.34 1.84 -1.10  0.6517
H30 4.25 -1.52 0.51  1.6224
H31 4.14 -0.83 2.86  0.5794
H32 1.77 2.31 6.16  0.2827
H33 3.49 1.98 6.28  0.3773
H34 2.32 0.73 6.76  0.4372
Br1 2.64 -5.65 3.40  -0.1510
C38 3.19 -6.24 1.63  -0.5681
C39 4.55 -5.73 1.28  -0.6599
Br2 4.48 -3.84 0.81  0.3296
H35 2.42 -5.91 0.94  0.3256
H36 3.19 -7.33 1.68  0.4149
H37 4.94 -6.24 0.40  0.3883
H38 5.27 -5.83 2.09  0.2861
Br3 7.13 -1.78 3.11  -0.1211
C40 7.02 -3.57 3.85  -0.2943
C41 8.26 -4.37 3.56  -0.6277
Br4 8.29 -5.00 1.72  -0.1441
H39 6.11 -4.02 3.46  0.0041
H40 6.91 -3.43 4.93  0.3902
H41 8.28 -5.27 4.17  0.3616
H42 9.17 -3.81 3.72  0.4077
Br5 5.04 1.97 -3.34  0.3144
C42 5.62 3.05 -4.87  -0.6928
C43 4.45 3.60 -5.64  -0.6088
Br6 3.60 2.24 -6.74  -0.1453
H43 6.26 2.41 -5.48  0.3815
H44 6.21 3.86 -4.45  0.3495
H45 4.78 4.37 -6.34  0.3741
H46 3.68 4.01 -4.99  0.3460
Br7 -8.79 0.88 -2.36  -0.0479
C44 -9.25 2.77 -2.40  -0.5721
C45 -10.73 3.00 -2.57  -0.6075
Br8 -11.29 2.70 -4.41  -0.1495
H47 -8.66 3.22 -3.19  0.3890
H48 -8.92 3.16 -1.44  0.3190
H49 -10.98 4.04 -2.37  0.3797
H50 -11.33 2.35 -1.95  0.3563

Output
E = -24433.25071 hartree
Charge = 0
Spin multiplicity = 1

[2]
Computed, not measured: a 8-piece molecular cluster, C45H50N5O8 overall, with ωB97M-V with the def2-TZVPD basis set.

Each line ends with the Mulliken charge.
Cartesian coordinates (Å):
C1 6.30 26.56 3.31  -1.6341
C2 5.39 26.80 2.12  -0.1999
N1 5.20 28.23 1.59  0.3556
C3 3.98 28.82 1.56  -0.5951
C4 4.22 30.11 1.14  -0.8794
N2 5.62 30.25 0.98  0.4714
C5 6.17 29.01 1.30  0.1165
C6 6.30 31.55 0.72  -0.8446
H1 6.51 25.59 3.63  0.2683
H2 5.98 27.37 3.85  0.5670
H3 7.29 26.89 3.26  0.4700
H4 4.51 26.31 2.52  0.1768
H5 5.67 26.21 1.25  0.3503
H6 3.02 28.41 1.64  0.8311
H7 3.61 30.95 1.05  0.5281
H8 7.28 29.01 1.50  0.2523
H9 6.03 31.85 -0.44  0.3707
H10 7.25 31.72 1.23  0.3015
H11 5.75 32.48 1.07  0.1184
N3 9.56 28.13 2.94  -0.1314
C7 10.30 29.14 2.57  -0.1891
C8 11.73 29.26 2.76  -0.7670
C9 12.46 28.20 3.35  -0.5357
C10 11.68 26.97 3.62  -0.5431
C11 10.20 27.02 3.40  -0.3342
H12 9.76 29.91 2.26  0.6631
H13 12.14 30.18 2.46  0.4092
H14 13.40 28.25 3.60  0.5950
H15 12.32 26.16 3.85  0.4059
H16 9.57 26.27 3.90  0.3701
N4 9.95 23.49 3.50  -0.4653
C12 10.94 23.25 2.62  -0.2766
C13 10.68 22.75 1.36  -0.2706
C14 9.37 22.33 0.99  -0.5856
C15 8.38 22.63 1.93  -0.2008
C16 8.69 23.12 3.22  -0.1826
H17 12.01 23.35 2.94  0.3278
H18 11.39 22.48 0.62  0.4049
H19 9.29 21.94 -0.02  0.3866
H20 7.46 22.48 1.50  0.4684
H21 7.98 23.28 4.14  0.4200
N5 5.03 31.50 4.43  -0.4312
C17 6.07 30.68 4.47  -0.7884
C18 7.39 31.06 4.23  -0.1235
C19 7.66 32.42 3.97  -0.8516
C20 6.56 33.27 3.75  -0.0914
C21 5.30 32.79 3.92  -0.3880
H22 5.81 29.82 4.79  1.0048
H23 8.28 30.33 4.30  0.3886
H24 8.64 32.58 3.70  0.5539
H25 6.60 34.46 3.53  0.2297
H26 4.36 33.31 3.87  0.5159
C22 5.16 36.36 0.57  -0.7747
C23 5.83 35.24 -0.24  -0.3852
C24 7.22 35.24 -0.36  0.5097
C25 7.90 36.40 0.02  -0.3853
C26 7.31 37.46 0.79  -0.5712
C27 5.93 37.39 1.18  0.3529
O1 5.40 38.47 1.84  -0.5453
O2 7.84 34.22 -1.25  -0.5178
H27 4.20 36.27 0.57  0.5950
H28 5.18 34.56 -0.79  0.4490
H29 8.95 36.32 -0.32  0.1955
H30 7.95 38.17 1.17  0.4798
H31 4.46 38.71 1.78  0.3308
H32 8.66 34.71 -1.59  0.2968
C28 1.73 29.06 4.85  -0.4785
C29 1.56 27.72 5.60  -0.5869
C30 0.77 26.68 4.92  0.3050
C31 0.13 26.83 3.64  -0.7147
C32 0.29 28.17 3.02  0.0066
C33 1.00 29.20 3.58  0.4022
O3 1.12 30.38 2.91  -0.5518
O4 0.71 25.47 5.53  -0.5931
H33 2.37 29.82 5.31  0.4442
H34 2.24 27.48 6.48  0.3959
H35 -0.35 26.00 3.35  0.6631
H36 -0.21 28.38 1.92  -0.0090
H37 0.85 30.22 2.00  0.3482
H38 -0.20 25.01 5.70  0.3718
C34 4.74 21.36 3.98  -0.3702
C35 4.67 22.77 4.11  -0.5895
C36 3.42 23.39 4.39  0.6414
C37 2.40 22.58 4.75  -0.4318
C38 2.48 21.14 4.69  -0.7054
C39 3.62 20.49 4.34  0.2499
O5 3.72 19.13 4.22  -0.5416
O6 3.34 24.79 4.48  -0.3102
H39 5.62 20.74 3.75  0.3730
H40 5.39 23.36 3.87  0.5497
H41 1.46 22.96 5.06  0.3606
H42 1.64 20.51 4.83  0.3376
H43 3.11 18.75 4.90  0.3307
H44 2.50 25.10 4.78  0.0940
C40 0.16 26.39 -0.44  -0.6191
C41 -0.42 25.33 0.41  -0.3588
C42 0.28 24.21 0.94  0.4040
C43 1.69 24.22 0.66  -0.3787
C44 2.15 25.26 -0.08  -0.2550
C45 1.53 26.38 -0.55  0.3737
O7 2.17 27.36 -1.09  -0.5630
O8 -0.21 23.21 1.72  -0.5133
H45 -0.38 27.35 -0.67  0.4449
H46 -1.66 25.27 0.44  0.0726
H47 2.40 23.49 1.05  0.4468
H48 3.25 25.22 -0.39  0.2372
H49 1.54 28.09 -0.79  0.3254
H50 -1.20 23.28 1.62  0.3492

Output
E = -2619.80088 hartree
Charge = +1
Spin multiplicity = 1
Relative energy (zero: lowest compared OMol25 entry of this formula, charge and spin) = 0.00 kcal/mol